Formula: C52H137N11O15
Source: the OMol25 dataset
Level of theory: wB97M-V/def2-TZVPD

Values from the calculation:
2S+1	1
energy relative to the best compared isomer or geometry (same formula, charge and spin)	120.4	kcal per mole
frontier orbital gap	8.80	eV
total energy	-3793.81333	a.u.
LUMO energy	0.4	eV
total charge	0
SMILES string	COC[C@H](C)N.COC[C@H](C)N.COC[C@H](C)N.COC[C@H](C)N.COC[C@H](C)N.COC[C@H](C)N.COC[C@H](C)N.COCCNCCOC.COCCNCCOC.COCCNCCOC.COCCNCCOC

Positions of all 215 atoms, in Å:
O 2.767 12.445 -8.881
O 7.694 3.881 -4.435
O 4.800 1.824 -9.974
O -9.153 -3.019 -6.042
O -4.305 10.611 -0.516
O -6.660 -1.831 6.883
O -9.958 -7.741 8.549
O 5.852 -4.688 8.199
O -4.210 6.940 2.919
O 0.451 7.694 -7.017
O -5.453 -8.911 4.068
O 4.613 -7.908 -4.531
O -1.376 -1.423 -0.468
O 3.894 -7.202 5.419
O 6.241 3.119 10.081
N -1.909 8.506 1.541
N -9.625 -3.622 5.680
N 10.556 1.583 -4.567
N -8.667 -3.392 -9.750
N -7.883 -8.847 6.917
N 7.877 -7.590 -6.131
N 3.367 1.126 -7.292
N 0.808 10.193 -8.960
N 3.531 -6.196 8.095
N 2.235 -1.670 -1.127
N 6.716 3.251 13.041
C -8.733 -2.497 5.749
C 7.148 5.606 12.711
C -8.520 -3.838 -8.388
C -3.229 8.924 1.042
C 3.438 0.341 -8.517
C 1.271 -0.815 0.884
C 7.066 4.099 10.639
C 1.048 -1.720 -0.342
C 1.679 10.569 -7.825
C -9.564 -1.203 5.881
C 6.749 2.644 8.852
C -9.071 -2.747 -7.446
C 6.533 4.358 12.080
C 9.177 2.209 -2.735
C -2.819 6.907 3.263
C -5.534 -2.237 6.068
C -7.347 -9.313 5.642
C 2.477 -6.559 7.221
C -2.484 -1.027 -1.173
C 7.080 4.951 -5.162
C -4.008 11.432 -1.596
C -9.687 -1.892 -5.338
C -0.186 -1.453 -1.264
C -4.712 5.826 2.206
C -9.197 -9.445 7.099
C 1.877 12.088 -7.862
C -1.960 7.157 2.043
C -9.634 -9.129 8.540
C -3.057 10.071 0.027
C 7.152 -4.428 8.666
C 7.087 -6.516 -4.106
C 2.881 13.840 -9.074
C 0.700 8.776 -9.212
C -7.787 -2.658 6.913
C 2.243 -0.625 -8.529
C 3.519 -4.774 8.472
C 3.493 1.251 -9.786
C 5.451 -7.666 -5.666
C 3.182 -8.037 -4.829
C -0.366 7.119 -6.032
C 4.847 -4.432 9.163
C 2.819 -6.362 5.742
C -7.148 -4.273 -8.022
C 6.914 -7.649 -5.084
C -6.096 -8.222 2.929
C 8.896 3.425 -5.000
C -0.256 8.033 -8.232
C -5.960 -8.580 5.348
C 9.232 2.118 -4.247
C 4.162 -7.254 3.960
C -10.579 -7.265 9.697
C 4.994 2.704 -11.084
H -8.273 -2.410 7.857
H -2.095 6.524 1.166
H 2.135 -2.184 -1.991
H -8.073 -9.116 4.853
H -10.394 -1.175 5.175
H 6.795 6.522 12.238
H 9.850 2.984 -2.369
H 4.710 2.224 -12.020
H -7.209 -9.014 7.651
H 5.467 4.545 11.957
H -0.012 -0.603 -1.923
H 1.032 -2.729 0.070
H 1.293 -0.092 -8.480
H 8.444 1.395 -4.458
H 2.979 -8.873 -5.498
H -11.585 -7.669 9.811
H 1.370 0.222 0.562
H 1.920 14.273 -9.353
H 6.978 -5.611 -4.703
H -7.350 -3.654 6.988
H 1.694 8.343 -9.328
H -2.402 10.838 0.440
H 0.218 7.025 -5.117
H 2.764 -7.139 -5.284
H -7.174 -8.388 2.924
H 2.691 -8.315 -3.896
H 3.406 0.655 -10.695
H 2.296 -7.625 7.364
H -8.473 -1.836 -7.460
H -3.379 12.284 -1.339
H 5.007 -7.871 3.654
H -5.885 -2.235 5.036
H 0.401 -0.865 1.539
H -2.476 9.650 -0.794
H 5.047 -4.941 10.106
H -10.024 -3.624 6.608
H -3.654 8.072 0.512
H 7.353 -3.362 8.764
H -7.069 -4.900 -7.134
H -5.270 -8.799 6.163
H -9.140 -10.522 6.941
H 3.419 -4.150 7.583
H -9.931 -7.449 10.554
H 4.442 3.626 -10.900
H -0.939 6.958 2.370
H -9.204 -4.539 5.713
H 8.175 2.435 -2.371
H 4.234 1.603 -7.089
H -6.649 -4.779 -8.849
H 7.258 5.054 10.150
H -2.280 -0.060 -1.633
H -2.610 5.933 3.704
H 7.359 -4.874 9.639
H 1.558 -6.053 7.519
H 6.267 2.455 12.610
H -4.291 5.657 1.215
H 8.741 3.114 -6.033
H -8.961 -0.297 5.822
H 3.246 -7.659 3.529
H 10.718 0.824 -3.921
H 6.759 3.454 8.123
H 7.773 5.775 -5.326
H -1.655 9.152 2.275
H 2.798 2.086 -9.692
H 2.236 -0.997 1.355
H -10.096 -2.532 -7.748
H 7.808 2.399 8.922
H -5.741 -8.517 1.942
H -0.847 6.191 -6.343
H 7.469 -8.051 -6.931
H 6.887 5.668 13.767
H -2.733 7.630 4.074
H 2.352 12.283 -6.901
H -7.195 -10.379 5.809
H -9.069 -4.778 -8.437
H -4.432 4.917 2.737
H 7.979 -4.709 8.013
H 3.469 14.137 -9.942
H -5.796 5.853 2.094
H 3.063 -5.325 5.514
H 11.308 2.249 -4.459
H 6.138 5.290 -4.731
H 4.859 -3.375 9.428
H -9.997 -1.257 6.880
H 1.209 10.546 -9.817
H -5.986 -7.151 3.103
H -10.675 -6.183 9.778
H 5.246 -6.763 -6.240
H -3.357 -1.039 -0.521
H -4.732 -1.500 6.104
H -9.902 -9.144 6.324
H -0.316 -2.275 -1.969
H 3.218 14.357 -8.175
H 2.677 10.137 -7.764
H -8.915 -1.129 -5.232
H 9.474 1.252 -2.306
H -8.509 -4.241 -10.273
H 2.449 -0.739 -1.454
H -2.587 -1.707 -2.018
H 2.265 -1.275 -9.404
H 4.375 -0.216 -8.506
H 0.351 8.672 -10.240
H 6.422 -6.545 -3.243
H 7.710 3.078 13.001
H 8.236 5.619 12.775
H 4.261 -6.268 3.506
H -1.202 7.794 -5.851
H -10.462 -1.331 -5.860
H -3.967 9.080 1.829
H 2.705 -4.551 9.162
H 6.185 1.851 8.360
H 5.268 -8.510 -6.331
H 8.063 3.668 10.730
H -0.762 7.179 -8.682
H 2.373 -1.248 -7.644
H -10.552 -9.662 8.785
H -7.880 -2.824 -10.030
H 6.818 4.541 -6.137
H 7.940 -6.657 -6.513
H -4.939 11.916 -1.893
H -3.657 10.822 -2.427
H -5.192 -3.175 6.504
H 2.684 1.861 -7.407
H -6.557 -3.422 -7.681
H -1.024 8.757 -7.961
H 8.065 -6.467 -3.627
H -9.980 -2.248 -4.350
H 6.044 2.995 -11.067
H -8.290 -2.509 4.753
H 0.905 12.580 -7.819
H 7.119 -8.550 -4.506
H 4.397 -6.344 7.596
H -6.173 -7.515 5.437
H 9.718 4.138 -4.942
H 1.244 10.351 -6.850
H 1.920 -6.502 5.141
H -8.908 -9.429 9.295

Forces on atoms 1 to 6 (eV/Å):
O 0.0 0.3 -1.0
O -0.6 1.0 0.3
O 0.6 0.0 0.8
O -0.3 -0.4 -0.1
O 1.5 -0.9 1.7
O 1.4 1.9 0.0